Arrangement A

ORCA calculation (ωB97M-V with the def2-TZVPD basis set) on a cluster of 2 separate species, C11H12NO2 in total.

Geometry as XYZ:
```
26
Properties=species:S:1:pos:R:3:mulliken_charge:R:1
O 2.239 1.047 1.753 -0.7469
O 3.193 -0.991 1.743 -0.7323
N -1.354 -1.153 -2.629 -0.0603
C -1.749 -0.135 -1.836 -0.3859
C 0.432 -0.726 -1.340 0.8669
C -0.636 0.183 -1.002 0.7493
C 2.494 -0.080 2.246 0.7148
C -2.999 1.576 -0.714 -0.2503
C 1.721 -0.744 -0.586 -1.3126
C 1.862 -0.419 3.628 -1.0196
C -0.762 1.107 0.031 -0.0646
C -2.929 0.625 -1.685 -0.7866
C -1.953 1.807 0.194 -0.8828
C 0.058 -1.391 -2.472 -0.7217
H 0.415 -2.280 -2.968 0.3428
H -1.979 2.735 0.755 0.2963
H 2.560 -1.176 -1.152 0.2633
H 1.035 -1.124 3.531 0.1865
H 1.558 -1.281 0.335 0.2139
H -1.874 -1.474 -3.429 0.1914
H -3.738 0.470 -2.383 0.3154
H 1.542 0.551 4.012 0.3224
H 2.598 -0.945 4.221 0.3042
H -3.827 2.292 -0.687 0.3180
H 0.051 1.260 0.729 0.5403
H 2.043 0.265 -0.296 0.3379
```

Computed properties:
**Net charge**: -1
**Orbital gap**: 7.41 eV

---

Arrangement B

ORCA calculation (ωB97M-V with the def2-TZVPD basis set) on a cluster of 2 separate species, C11H12NO2 in total.

Geometry as XYZ:
```
26
Properties=species:S:1:pos:R:3:mulliken_charge:R:1
O -0.677 2.885 3.544 -0.7488
O -1.679 2.735 1.526 -0.7341
N -1.581 0.398 -1.421 -0.0280
C 0.221 -2.164 1.369 -0.7221
C -0.697 0.199 -2.506 -0.8921
C -0.738 -1.241 1.810 -0.3690
C -1.124 -0.339 -0.379 -0.3249
C -0.675 2.682 2.303 0.6453
C -1.429 -0.388 0.989 -0.6995
C -0.020 -1.158 -0.803 1.5871
C 0.698 2.449 1.596 -0.9400
C 0.704 -1.992 0.071 -0.6264
C 1.561 -1.324 -2.894 -0.7324
C 0.322 -0.766 -2.190 0.2467
H -2.336 1.063 -1.349 0.2306
H -2.031 0.389 1.408 0.3278
H -0.891 -1.267 2.851 0.4226
H 1.392 -2.193 -3.608 0.2149
H 2.093 -1.765 -1.912 0.1233
H 1.013 1.387 1.732 0.0852
H 1.422 3.064 2.112 0.3488
H -0.706 0.659 -3.475 0.3991
H 2.235 -0.549 -3.245 0.3004
H 0.613 -2.928 2.055 0.3475
H 0.677 2.693 0.649 0.3774
H 1.629 -2.527 -0.231 0.1607
```

Computed properties:
**Net charge**: -1
**Orbital gap**: 7.12 eV

---

Arrangement C

ORCA calculation (ωB97M-V with the def2-TZVPD basis set) on a cluster of 2 separate species, C11H12NO2 in total.

Geometry as XYZ:
```
26
Properties=species:S:1:pos:R:3:mulliken_charge:R:1
O 1.441 4.265 1.546 -0.7401
O 3.287 3.456 0.533 -0.7425
N 0.358 0.390 -1.617 -0.1035
C -2.669 -0.640 0.969 -0.5333
C 1.026 -0.833 -1.650 -0.5457
C -2.655 0.681 0.523 -0.4625
C 0.504 -3.278 -1.201 -1.3327
C -0.737 0.233 -0.788 -0.7106
C 2.232 3.358 1.202 0.5453
C -0.809 -1.114 -0.419 1.1289
C 0.295 -1.807 -1.048 0.5022
C -1.710 1.136 -0.354 -0.5230
C -1.774 -1.580 0.472 -0.5409
C 1.830 1.924 1.616 -0.6044
H -1.668 2.155 -0.725 0.3793
H 2.013 1.646 2.660 0.3418
H -1.764 -2.600 0.825 0.3469
H 0.753 1.759 1.496 0.0526
H 0.767 -3.543 -2.225 0.3306
H 1.259 -3.671 -0.517 0.2824
H 2.354 1.211 0.972 0.1577
H 1.942 -0.855 -2.224 0.3766
H -0.392 -3.854 -0.961 0.3394
H 0.915 1.231 -1.673 0.3328
H -3.429 1.345 0.888 0.3530
H -3.370 -1.016 1.698 0.3697
```

Computed properties:
**Net charge**: -1
**Orbital gap**: 6.83 eV

---

What should be chosen as the least stable of them? Choose arrangement B.

---

Arrangement A

ORCA calculation (ωB97M-V with the def2-TZVPD basis set) on a cluster of 2 separate species, H3NOP in total.

Geometry as XYZ:
```
6
Properties=species:S:1:pos:R:3:mulliken_charge:R:1
P -0.447 -0.835 -1.218 -0.0590
O 0.404 -0.539 1.092 -0.4711
N 0.042 -0.494 2.355 -0.3897
H 0.863 -0.796 -1.878 -0.0631
H -0.913 0.319 -1.687 -0.1152
H -0.054 0.444 2.787 0.0981
```

Computed properties:
**Net charge**: -1
**Orbital gap (spin up / spin down)**: 5.92 / 7.60 eV

---

Arrangement B

ORCA calculation (ωB97M-V with the def2-TZVPD basis set) on the ion H3NOP with charge -1.

Geometry as XYZ:
```
6
Properties=species:S:1:pos:R:3:mulliken_charge:R:1
P -0.362 -0.745 0.157 -0.0991
O 1.499 -0.208 -0.139 -0.6299
N 0.456 0.691 0.078 -0.3064
H -0.563 -0.797 -1.134 -0.0689
H 0.642 1.108 0.987 0.1674
H -1.670 -0.048 0.050 -0.0631
```

Computed properties:
**Net charge**: -1
**Orbital gap**: 7.60 eV

---

What should be chosen as the least stable of them? Choose arrangement A.

---

Arrangement A

ORCA calculation (ωB97M-V with the def2-TZVPD basis set) on a structure of composition C2H8NO.

Geometry as XYZ:
```
12
Properties=species:S:1:pos:R:3:mulliken_charge:R:1
O 0.934 1.362 -0.496 -0.4021
N -1.381 0.327 -0.038 -0.4781
C 0.392 0.185 -0.521 0.2090
C 0.829 -0.868 0.357 -1.2433
H -1.255 1.189 0.409 0.2810
H 0.637 -0.775 1.441 0.4215
H -1.416 -0.555 0.452 0.3199
H -2.187 0.460 -0.667 0.3214
H 1.938 -1.000 0.148 0.3259
H 1.053 1.639 0.430 0.3957
H 0.060 -0.167 -1.510 0.4146
H 0.394 -1.797 -0.004 0.4346
```

Computed properties:
**Net charge**: +1
**Orbital gap**: 13.31 eV

---

Arrangement B

ORCA calculation (ωB97M-V with the def2-TZVPD basis set) on a cluster of 2 separate species, C2H8NO in total.

Geometry as XYZ:
```
12
Properties=species:S:1:pos:R:3:mulliken_charge:R:1
O -2.345 0.261 -0.168 -0.3245
N 0.451 0.574 0.275 -0.4687
C 1.675 -0.062 -0.175 -0.8340
C -1.471 -0.571 0.246 0.0474
H 0.512 0.903 1.233 0.3053
H -1.423 -0.708 1.321 0.3127
H 1.520 -0.546 -1.136 0.3194
H 0.184 1.341 -0.332 0.2999
H 2.007 -0.797 0.552 0.3312
H -1.058 -1.352 -0.389 0.2734
H 2.465 0.684 -0.299 0.3308
H -2.517 0.272 -1.127 0.4072
```

Computed properties:
**Net charge**: +1
**Orbital gap**: 10.67 eV

---

Arrangement C

ORCA calculation (ωB97M-V with the def2-TZVPD basis set) on a cluster of 2 separate species, C2H8NO in total.

Geometry as XYZ:
```
12
Properties=species:S:1:pos:R:3:mulliken_charge:R:1
O -1.008 1.292 0.032 -0.5088
N -0.624 -1.781 1.609 -0.6657
C 0.653 1.206 -1.737 -1.2238
C 0.174 1.454 -0.313 0.1874
H 0.058 0.641 -2.253 0.4314
H 1.535 0.642 -1.759 0.3701
H -0.989 -2.421 2.343 0.3923
H 0.941 1.754 0.444 0.3618
H -0.048 -1.070 2.175 0.3887
H -1.403 -1.246 1.097 0.4026
H 0.828 1.986 -2.349 0.3945
H -0.116 -2.458 0.711 0.4695
```

Computed properties:
**Net charge**: +1
**Orbital gap**: 8.78 eV

---

What should be chosen as the least stable of them? Choose arrangement C.

---

Arrangement A

ORCA calculation (ωB97M-V with the def2-TZVPD basis set) on a cluster of 2 separate species, C5H14O2 in total.

Geometry as XYZ:
```
21
Properties=species:S:1:pos:R:3:mulliken_charge:R:1
O -1.901 -1.601 1.609 -0.6537
O 2.990 -0.856 0.314 -0.5226
C 2.545 0.260 1.099 -0.5023
C 0.998 0.555 0.688 -0.7401
C 0.458 0.909 -0.869 -0.4386
C -0.998 0.628 -0.796 0.1104
C -1.605 -0.365 -1.752 -1.5307
H -1.335 -0.032 -2.748 0.4140
H 2.229 -0.025 2.211 0.2862
H -1.322 0.269 0.283 0.0455
H 3.125 1.163 0.790 0.3276
H -1.315 -1.344 -1.839 0.3797
H 2.644 -1.667 0.764 0.3165
H 0.255 -0.091 1.093 0.5134
H 0.815 1.569 1.134 0.2441
H -2.683 -0.328 -1.549 0.3605
H 0.694 2.005 -1.237 0.2651
H -2.532 -1.511 0.796 0.3131
H -2.647 -1.414 2.232 0.3239
H -1.564 1.685 -0.770 0.2167
H 1.150 0.191 -1.455 0.2713
```

Computed properties:
**SMILES string**: CCCCCO.O
**Orbital gap**: 10.00 eV

---

Arrangement B

ORCA calculation (ωB97M-V with the def2-TZVPD basis set) on a cluster of 2 separate species, C5H14O2 in total.

Geometry as XYZ:
```
21
Properties=species:S:1:pos:R:3:mulliken_charge:R:1
O 0.877 1.239 1.930 -0.5164
O 1.227 -0.685 -1.743 -0.5788
C 0.313 2.292 1.110 -0.1482
C -1.087 2.535 1.641 -1.1243
C 0.335 -2.896 -1.707 -1.4202
C -0.842 -1.007 -0.532 -1.1720
C 0.495 -1.606 -0.917 0.6716
H -1.004 2.890 2.668 0.2941
H 1.559 -0.004 -1.158 0.2910
H -1.586 -1.747 -0.242 0.3937
H -1.647 3.270 1.066 0.3417
H -1.259 -0.495 -1.402 0.3323
H -1.655 1.606 1.653 0.2964
H 1.104 -1.851 -0.043 0.2329
H 0.892 3.215 1.152 0.4182
H 1.210 -3.179 -2.287 0.3661
H -0.684 -0.275 0.262 0.1640
H 0.339 1.921 0.082 0.1884
H -0.527 -2.855 -2.378 0.3187
H 1.821 1.352 1.864 0.2884
H 0.120 -3.721 -1.021 0.3625
```

Computed properties:
**SMILES string**: CC(C)O.CCO
**Orbital gap**: 10.93 eV

---

What should be chosen as the least stable of them? Choose arrangement A.